Entry from the OMol25 dataset: C9H9FS in the gas phase at a distorted geometry (ωB97M-V/def2-TZVPD).

**Energy relative to the best compared isomer or geometry (same formula, charge and spin)**: 0.000 eV
**Molar mass**: 168.24 g/mol
**Max |F|**: 5.19 eV Å⁻¹
**Lowest unoccupied orbital energy**: 0.0226 hartree
**HOMO-LUMO gap**: 9.179 eV
**SMILES**: C[C@H]1c2sccc2C=C[C@@H]1F

Structure (ORCA input):
```
! RIJCOSX wB97M-V def2-TZVPD def2/J DEFGRID3
* xyz 0 1
C -2.05337 1.44496 -0.09936
C -3.03560 0.53795 -0.49558
C -0.75609 0.92842 -0.02924
C -0.72881 -0.35420 -0.43323
C 0.46255 1.62472 0.36115
C 1.70448 1.19527 0.08300
C 0.46613 -1.19188 -0.44684
C 1.84588 -0.11614 -0.51770
C 0.55576 -1.85991 0.91125
F 2.13838 0.08099 -1.91556
S -2.29841 -0.98873 -0.78935
H -2.19227 2.49989 0.02399
H -4.03124 0.66631 -0.45503
H 0.42900 2.51848 0.87293
H 2.53118 1.58571 0.54901
H 0.67790 -1.77956 -1.27281
H 2.69956 -0.63738 0.02510
H 0.49380 -1.01714 1.60006
H 1.41057 -2.55174 1.03215
H -0.31941 -2.58602 0.99607
*
```



Entry from the OMol25 dataset: a molecular structure, C18H22BBrN9PtS (ωB97M-V/def2-TZVPD).

**Energy relative to the best compared isomer or geometry (same formula, charge and spin)**: 0.778 eV
**Molar mass**: 682.30 g/mol
**Max |F|**: 0.96 eV Å⁻¹
**Lowest unoccupied orbital energy**: -0.1025 hartree
**HOMO-LUMO gap**: 7.856 eV

Structure (ORCA input):
```
! RIJCOSX wB97M-V def2-TZVPD def2/J DEFGRID3
* xyz 1 1
Pt 0.06976 0.78537 0.83294
C 4.03339 -0.18623 -0.19825
C 2.93166 0.66039 -0.24696
N 1.84525 0.02622 0.20498
N 2.22829 -1.21269 0.57216
C 3.53828 -1.35884 0.34389
B 1.29433 -2.14542 1.40268
N -0.00866 -2.48522 0.67812
C -0.50283 -3.69623 0.34165
C -1.74347 -3.50688 -0.22309
C -1.93106 -2.11440 -0.18314
N -0.88645 -1.51294 0.36588
N 1.00472 -1.31387 2.68811
C 1.05102 -1.70833 3.96478
C 0.59285 -0.68544 4.76952
C 0.27796 0.33503 3.88173
N 0.54300 -0.04171 2.62928
H 5.04645 0.03192 -0.48460
H 2.87257 1.69384 -0.55165
H 4.02880 -2.28795 0.58067
H 1.86163 -3.16764 1.66049
H 0.06139 -4.59513 0.52649
H -2.41260 -4.25893 -0.60277
H -2.77189 -1.53157 -0.52760
H 1.41492 -2.69106 4.21340
H 0.49960 -0.67676 5.84050
H -0.10495 1.31592 4.09581
Br -0.96367 5.71265 3.25478
C -1.69502 4.20296 2.41988
C -2.98689 4.21295 1.92115
C -3.47943 3.05204 1.35292
C -2.66598 1.93980 1.27766
N -1.40036 1.93855 1.72930
C -0.92833 3.06008 2.30277
H -3.59276 5.10637 1.98629
H -4.48612 3.00673 0.96356
H -3.01625 1.00621 0.86253
H 0.08531 3.03151 2.67430
S -0.75143 1.69114 -1.13812
C -0.27649 0.78952 -2.54078
N 0.89628 0.20059 -2.69448
C 1.33079 -0.42496 -3.94158
C 0.11874 -0.99112 -4.65879
C -0.91182 0.11068 -4.83299
N -1.16706 0.72801 -3.53039
H 1.52045 0.21942 -1.90301
H 2.05345 -1.20066 -3.69754
H 1.83045 0.32161 -4.56396
H -0.31007 -1.80126 -4.06600
H 0.40630 -1.39257 -5.62867
H -1.85412 -0.29141 -5.20009
H -0.56536 0.86604 -5.54227
H -2.02456 1.23362 -3.38148
*
```



Entry from the OMol25 dataset: 2 unconnected molecules or ions with the total composition C5H13N3O2 at a distorted geometry (ωB97M-V/def2-TZVPD).

**Energy relative to the best compared isomer or geometry (same formula, charge and spin)**: 6.085 eV
**Molar mass**: 147.18 g/mol
**Max |F|**: 3.88 eV Å⁻¹
**Lowest unoccupied orbital energy**: 0.0298 hartree
**HOMO-LUMO gap**: 9.242 eV
**SMILES**: C/C=[N+](\[O-])O.[H]/N=C\N(C)C

Structure (ORCA input):
```
! RIJCOSX wB97M-V def2-TZVPD def2/J DEFGRID3
* xyz 0 1
C -1.59848 0.55075 -2.36079
C 1.04732 -0.98979 2.09838
C 2.36224 0.62314 0.70995
C -2.00624 0.02678 -0.96975
C 0.60287 -0.88682 -0.35111
N 0.87667 -0.82634 -1.62734
N 1.34910 -0.43749 0.77948
N -1.76473 0.71953 0.12663
O -2.23211 0.03773 1.28852
O -1.35114 1.82655 0.32315
H -0.66789 0.15885 -2.72034
H -1.74731 1.61795 -2.35450
H -2.20123 0.19054 -3.16413
H 0.06363 -1.37520 1.93075
H 1.79533 -1.74117 2.39318
H 0.99423 -0.19026 2.92962
H 3.00210 0.79894 1.60701
H 3.14448 0.55670 -0.14167
H 1.75563 1.58741 0.44511
H -2.40687 -0.99117 -0.69626
H -0.25010 -1.54969 -0.15577
H -2.57347 0.75872 1.74972
H 1.80597 -0.46566 -1.83984
*
```



Entry from the OMol25 dataset: C6H10S in the gas phase at a distorted geometry (ωB97M-V/def2-TZVPD).

**Energy relative to the best compared isomer or geometry (same formula, charge and spin)**: 2.944 eV
**Molar mass**: 114.21 g/mol
**Max |F|**: 1.73 eV Å⁻¹
**Lowest unoccupied orbital energy**: 0.0385 hartree
**HOMO-LUMO gap**: 9.394 eV
**SMILES**: C[C@@H]1CS[C@H]2C[C@H]12

Structure (ORCA input):
```
! RIJCOSX wB97M-V def2-TZVPD def2/J DEFGRID3
* xyz 0 1
C 1.67523 -0.34578 -0.59574
C 0.63582 -0.43819 0.51072
C -0.38123 -1.62819 0.32748
C -1.26673 0.59444 -0.54904
C -0.95864 1.96460 0.04087
C -0.35662 0.72401 0.64522
H 2.28808 -1.22904 -0.61455
H 2.34960 0.50289 -0.41014
H 1.23632 -0.25824 -1.56920
H 1.17209 -0.56994 1.45958
H -0.01530 -2.35014 -0.42734
H -0.53734 -2.15171 1.23371
H -0.72492 0.52512 -1.43425
H -1.65643 2.50143 0.70060
H -0.46555 2.59436 -0.65213
H -0.93574 0.53907 1.56619
S -2.05866 -0.97470 -0.23197
*
```



Entry from the OMol25 dataset: a gas-phase ion, C5H12N3 (charge +1) at a distorted geometry (ωB97M-V/def2-TZVPD).

**Energy relative to the best compared isomer or geometry (same formula, charge and spin)**: 3.378 eV
**Molar mass**: 114.17 g/mol
**Max |F|**: 4.19 eV Å⁻¹
**Lowest unoccupied orbital energy**: -0.1531 hartree
**HOMO-LUMO gap**: 8.204 eV
**SMILES**: C/[NH+]=C/C=C(/C)NN

Structure (ORCA input):
```
! RIJCOSX wB97M-V def2-TZVPD def2/J DEFGRID3
* xyz 1 1
C 0.05188 0.34460 -0.87869
C 1.26574 0.30158 -0.05826
C -1.27545 0.09767 -0.85523
C -2.04278 0.25176 -2.09493
C 3.11071 -0.42273 1.32378
N -2.11823 -0.05598 0.15017
N -1.77065 -0.02021 1.48677
N 1.74236 -0.46851 0.91628
H 0.39469 0.69139 -1.87077
H 1.94851 1.15912 -0.17417
H -2.62065 -0.73774 -2.25464
H -1.25860 0.54391 -2.83128
H -2.88401 0.90712 -2.16624
H 3.46920 0.65095 1.25312
H 3.13454 -0.68254 2.43169
H 3.77126 -1.08952 0.81859
H -3.11430 0.06567 0.14117
H -0.90738 -0.58175 1.64324
H -2.53526 -0.53648 1.95623
H 1.14107 -1.25667 1.34844
*
```



Entry from the OMol25 dataset: a gas-phase ion, C4H6N3O (charge +1) at a distorted geometry (ωB97M-V/def2-TZVPD).

**Energy relative to the best compared isomer or geometry (same formula, charge and spin)**: 1.601 eV
**Molar mass**: 112.11 g/mol
**Max |F|**: 7.85 eV Å⁻¹
**Lowest unoccupied orbital energy**: -0.1347 hartree
**HOMO-LUMO gap**: 11.383 eV
**SMILES**: [NH2+]=C1NC(=O)N2C[C@H]12

Structure (ORCA input):
```
! RIJCOSX wB97M-V def2-TZVPD def2/J DEFGRID3
* xyz 1 1
C 0.21725 0.85520 -0.23929
C -2.12815 0.51627 -0.12280
C -1.21080 -1.57489 0.43994
C -0.34023 -0.92182 -0.53317
N -0.91396 1.45919 -0.11074
N -1.70567 -0.68459 -0.64270
N 1.42412 1.21718 -0.21738
O -3.18640 0.82871 0.26960
H -1.47963 -2.64797 0.13379
H -1.42954 -1.19874 1.39868
H 0.31293 -1.38175 -1.09353
H -1.16912 2.43319 -0.00388
H 2.16788 0.49679 -0.28836
H 1.59305 2.12555 -0.09548
*
```